1.
DFT (ωB97M-V with the def2-TZVPD basis set) results for a single C8H12N2O7 molecule at a distorted geometry.

Each line ends with the Mulliken charge.
CARTESIAN COORDINATES (ANGSTROEM)
H: -0.54710 1.20960 -5.25593  0.36
C: -0.13676 2.08753 -2.17648  -1.18
O: 0.84228 0.45163 -3.70868  -0.62
C: 0.06726 1.34507 -3.50388  0.71
H: -1.14240 2.52758 -2.11250  0.38
C: -0.79718 0.00110 -0.79605  0.32
H: -1.73166 0.07212 2.70137  0.42
H: 0.40587 0.66655 1.54687  0.13
H: 1.84561 0.51922 -1.89988  0.26
H: -1.42267 -1.51859 0.40999  0.27
C: 0.02721 -0.41862 1.55432  0.35
O: -0.77410 1.76305 -4.46304  -0.47
H: 0.53163 2.94896 -2.18532  0.46
N: 1.54633 0.78233 -0.95272  -0.69
C: -0.89924 -0.60816 2.77709  -1.09
O: -1.52234 -0.35886 -1.69212  -0.66
O: 2.13703 -1.37872 0.67296  -0.56
H: -0.48032 -0.36255 3.75395  0.38
O: -2.49511 -2.31107 2.33378  -0.57
C: 1.30446 -1.26421 1.73814  0.59
H: 0.01573 1.95929 -0.06030  0.35
H: 1.85160 -0.68485 -0.02273  0.48
C: 0.15182 1.25784 -0.96211  0.41
O: -0.66738 -3.00132 3.38909  -0.49
C: -1.43676 -2.01600 2.85676  0.50
H: 0.24971 -2.66716 3.60638  0.43
O: 1.60099 -1.77222 2.81102  -0.68
N: -0.73511 -0.73999 0.34818  -0.04
H: 2.21058 1.51049 -0.70816  0.25

Computed properties:
Net charge ... 0
2S+1 ... 1
Energy above the lowest of the compared OMol25 structures with the same formula, charge and spin ... 8.7 kcal per mole
LUMO energy ... 0.0018 Eh
HOMO energy ... -10.18 eV
Gap between HOMO and LUMO ... 10.228 eV
Maximum force ... 1.96 eV Å⁻¹
SMILES ... N[C@@H](CC(=O)O)C(=O)N[C@@H](CC(=O)O)C(=O)O


2.
DFT (ωB97M-V with the def2-TZVPD basis set) results for a single C5H15N3 molecule at a distorted geometry.

Each line ends with the Mulliken charge.
CARTESIAN COORDINATES (ANGSTROEM)
H: -0.74622 1.55778 -1.19073  0.28
H: -0.94177 0.97333 1.71079  0.45
H: 1.77286 -0.69366 2.42665  0.34
H: -3.02631 -0.86965 -2.05195  0.18
N: 1.85006 0.19641 0.06082  -0.38
C: -0.34134 1.01574 0.80597  -1.33
H: 0.20057 -0.97176 -0.09295  -0.10
H: 3.26875 -0.43236 -1.24691  0.32
H: 2.59685 0.09090 0.72722  0.21
N: -1.21303 1.35344 -0.32641  -0.34
H: -3.16113 1.27323 -0.72528  0.36
H: 0.37318 1.83680 0.89577  0.42
N: -2.24972 -0.39478 -1.62735  -0.48
C: 2.19478 -0.22982 -1.29953  -0.88
H: -2.61590 -0.01251 0.43559  0.27
H: 1.57313 -1.05822 -1.63310  0.28
C: -2.41836 0.50312 -0.51136  -0.43
C: 0.54523 -0.24693 0.62600  1.20
C: 0.78442 -0.89582 2.00657  -1.45
H: 0.05957 -0.67660 2.78533  0.34
H: -1.40387 -0.94972 -1.59841  0.14
H: 0.73503 -1.97516 1.82691  0.32
H: 2.16322 0.60624 -2.00362  0.25

Computed properties:
Net charge ... 0
2S+1 ... 1
Energy above the lowest of the compared OMol25 structures with the same formula, charge and spin ... 44.2 kcal per mole
LUMO energy ... 0.0400 Eh
HOMO energy ... -7.94 eV
Gap between HOMO and LUMO ... 9.030 eV
Maximum force ... 2.46 eV Å⁻¹
SMILES ... CN[C@@H](C)CNCN


3.
DFT (ωB97M-V with the def2-TZVPD basis set) results for a molecular structure, H16HfO8 at a distorted geometry.

Each line ends with the Mulliken charge.
CARTESIAN COORDINATES (ANGSTROEM)
H: 1.35468 0.38364 -2.45756  0.37
O: 1.68768 0.04464 1.43744  -0.52
H: -1.19932 -2.35936 -0.94956  0.36
O: 1.41468 -1.57336 -0.76156  -0.55
O: 0.44368 0.32164 -2.11156  -0.47
H: -0.43932 1.74164 2.10744  0.36
O: 0.77568 1.92264 -0.15456  -0.37
H: -1.85932 1.79264 -1.51556  0.33
O: -0.75732 0.89264 1.73644  -0.50
H: 0.22468 2.68064 -0.46456  0.35
H: -1.65732 0.75564 2.15344  0.36
H: 2.18668 -1.87436 -0.25156  0.30
H: 2.21768 -0.65536 1.82044  0.33
H: 1.47868 -1.96636 -1.65156  0.36
O: -1.62132 1.19064 -0.79456  -0.40
H: 1.58268 2.33464 0.09144  0.36
Hf: -0.02232 -0.03636 -0.03256  2.37
H: -0.04932 0.86364 -2.69456  0.32
O: -0.41432 -1.64736 1.33844  -0.58
H: -2.24332 -1.22136 -1.27656  0.37
H: -0.75932 -1.59436 2.26644  0.34
H: 1.57568 0.64664 2.16744  0.33
H: -0.23932 -2.66836 1.26044  0.39
O: -1.29932 -1.39836 -1.00756  -0.49
H: -2.38132 1.42364 -0.25556  0.31

Computed properties:
Net charge ... +4
2S+1 ... 1
Energy above the lowest of the compared OMol25 structures with the same formula, charge and spin ... 24.6 kcal per mole
LUMO energy ... -0.6019 Eh
HOMO energy ... -29.01 eV
Gap between HOMO and LUMO ... 12.635 eV
Maximum force ... 3.71 eV Å⁻¹


4.
DFT (ωB97M-V with the def2-TZVPD basis set) results for a molecular structure, C17H17CoN2O3Se4Te.

Each line ends with the Löwdin spin population.
CARTESIAN COORDINATES (ANGSTROEM)
C: 2.29869 2.41732 5.42371  0.00
C: -0.30427 -2.55735 -4.88419  0.00
C: -1.35313 -1.62935 -5.05827  0.00
C: 0.37859 -2.55610 -3.70728  0.00
Se: 1.25713 1.82186 0.38091  0.17
H: 0.79776 -1.80892 2.20711  0.00
H: 3.00209 0.52474 4.65117  0.00
O: 0.59342 -0.96402 -0.43999  0.04
C: -0.97540 -0.71906 -2.83811  0.01
C: 2.18094 1.23038 4.71689  0.00
O: -1.33828 0.17197 -1.97093  0.08
O: -1.98457 -1.69153 -6.24975  0.00
C: 0.82685 -1.70311 -1.40793  0.00
N: -1.09842 1.34586 3.39182  0.01
Se: -2.58446 2.35566 0.04103  0.32
C: -0.07510 1.90208 4.15400  0.00
H: 3.23059 2.64573 5.92737  0.00
C: 1.37730 -1.17337 2.86883  0.00
H: -2.47731 -0.01732 -4.16936  0.00
C: -1.68050 -0.73957 -4.06668  0.01
C: -0.72153 0.16557 2.86898  0.01
H: -2.68594 0.26138 -6.40589  0.00
C: 1.23947 3.33074 5.49542  0.00
H: 1.71596 -1.74016 3.73508  0.00
H: -0.78354 3.80058 4.89875  0.00
C: -3.04338 -0.76739 -6.46902  0.00
Te: 0.72222 4.16270 0.90430  0.26
H: 1.17623 -3.27696 -3.59541  0.00
H: -1.99305 1.75620 3.17432  0.00
C: 1.95834 -2.67837 -1.18020  0.00
H: -3.41412 -0.96173 -7.46960  0.00
C: 0.08468 -1.66141 -2.64463  0.00
H: 2.84852 -2.10063 -0.92536  0.00
C: 0.96841 0.99497 4.08952  0.00
H: 1.70181 -3.29040 -0.31340  0.00
H: 1.36737 4.24753 6.05756  0.00
H: -3.84830 -0.91344 -5.74705  0.00
H: 2.18751 -3.33008 -2.01588  0.00
C: 0.03259 3.08932 4.85783  0.00
H: 2.23233 -0.77785 2.32142  0.00
Se: -1.69607 4.41329 0.18670  0.35
N: 0.52917 -0.07120 3.30017  0.01
Se: -1.77919 -0.88190 1.76310  0.04
Co: -0.80445 0.61747 -0.17034  2.68
H: -0.06697 -3.24416 -5.68673  0.00

Computed properties:
Net charge ... 0
2S+1 ... 5
<S²> ... 6.020
Energy above the lowest of the compared OMol25 structures with the same formula, charge and spin ... 0.0 kcal per mole
LUMO energy (alpha / beta) ... -0.0124 / -0.0776 Eh
HOMO energy (alpha / beta) ... -7.40 / -7.35 eV
Gap between HOMO and LUMO (alpha / beta) ... 7.058 / 5.239 eV
Maximum force ... 0.51 eV Å⁻¹